{
  "formula": "C55H46AsBrCsF5N2OP2Te",
  "method": "ωB97M-V with the def2-TZVPD basis set",
  "symbols": ["Cs", "Br", "C", "C", "C", "C", "C", "C", "N", "C", "C", "C", "C", "C", "C", "N", "H", "H", "H", "H", "H", "H", "H", "H", "H", "C", "C", "C", "C", "C", "C", "As", "C", "C", "C", "C", "C", "C", "C", "C", "C", "C", "C", "C", "H", "H", "H", "H", "H", "H", "H", "H", "H", "H", "H", "H", "H", "H", "H", "C", "P", "C", "C", "C", "C", "C", "C", "C", "C", "C", "C", "C", "C", "P", "C", "C", "C", "C", "C", "C", "C", "C", "C", "C", "C", "C", "H", "H", "H", "H", "H", "H", "H", "H", "H", "H", "H", "H", "H", "H", "H", "H", "H", "H", "H", "H", "H", "H", "F", "Te", "F", "F", "F", "F", "O"],
  "positions_angstrom": [[0.412, -0.001, 0.254], [-1.051, 6.310, 5.308], [-1.373, 5.003, 3.978], [-2.480, 5.129, 3.155], [-2.716, 4.166, 2.182], [-1.856, 3.080, 2.041], [-0.725, 2.999, 2.846], [-0.484, 3.952, 3.823], [-2.018, 2.083, 1.040], [-3.164, 1.738, 0.642], [-3.378, 0.810, -0.505], [-4.625, 0.797, -1.112], [-4.833, -0.027, -2.209], [-3.788, -0.814, -2.655], [-2.572, -0.734, -1.986], [-2.360, 0.059, -0.938], [-3.143, 5.978, 3.261], [-3.556, 4.282, 1.506], [-0.022, 2.183, 2.705], [0.399, 3.883, 4.445], [-4.090, 2.108, 1.097], [-5.418, 1.432, -0.732], [-5.795, -0.048, -2.705], [-3.897, -1.482, -3.501], [-1.731, -1.337, -2.313], [3.805, -6.718, -0.882], [3.063, -6.475, -2.035], [2.413, -5.261, -2.205], [2.501, -4.277, -1.222], [3.259, -4.519, -0.080], [3.909, -5.737, 0.093], [1.599, -2.547, -1.354], [0.021, -3.201, -2.321], [-0.939, -3.830, -1.526], [-2.109, -4.329, -2.079], [-2.338, -4.194, -3.445], [-1.391, -3.567, -4.245], [-0.213, -3.073, -3.686], [2.587, -1.744, -2.835], [3.839, -2.198, -3.238], [4.522, -1.551, -4.264], [3.963, -0.446, -4.891], [2.720, 0.022, -4.485], [2.041, -0.621, -3.459], [4.301, -7.672, -0.747], [2.992, -7.235, -2.804], [1.838, -5.082, -3.105], [3.360, -3.744, 0.671], [4.492, -5.917, 0.987], [-0.768, -3.919, -0.459], [-2.844, -4.817, -1.448], [-3.252, -4.580, -3.884], [-1.562, -3.466, -5.310], [0.518, -2.592, -4.323], [4.290, -3.053, -2.753], [5.495, -1.914, -4.571], [4.497, 0.055, -5.690], [2.281, 0.889, -4.964], [1.072, -0.242, -3.149], [-1.902, -3.887, 2.317], [-1.120, -2.199, 2.340], [-2.259, -1.160, 3.320], [-1.764, -0.056, 4.020], [-2.630, 0.821, 4.663], [-4.004, 0.621, 4.597], [-4.506, -0.452, 3.872], [-3.640, -1.329, 3.232], [0.297, -2.539, 3.450], [1.417, -3.075, 2.817], [2.546, -3.426, 3.543], [2.574, -3.223, 4.914], [1.463, -2.687, 5.554], [0.328, -2.353, 4.828], [-1.884, -4.895, 3.862], [-3.237, -4.070, 4.797], [-4.556, -4.013, 4.342], [-5.532, -3.363, 5.082], [-5.201, -2.756, 6.291], [-3.898, -2.815, 6.760], [-2.922, -3.477, 6.017], [-2.762, -6.412, 3.282], [-2.818, -6.829, 1.954], [-3.438, -8.028, 1.605], [-4.006, -8.830, 2.580], [-3.945, -8.434, 3.912], [-3.326, -7.243, 4.257], [-1.288, -4.441, 1.603], [-2.906, -3.822, 1.889], [-0.692, 0.120, 4.065], [-2.230, 1.668, 5.208], [-4.678, 1.300, 5.107], [-5.576, -0.615, 3.811], [-4.053, -2.156, 2.665], [1.401, -3.217, 1.741], [3.417, -3.825, 3.037], [3.464, -3.466, 5.481], [1.480, -2.529, 6.626], [-0.535, -1.949, 5.343], [-4.823, -4.491, 3.404], [-6.552, -3.327, 4.718], [-5.963, -2.244, 6.868], [-3.637, -2.351, 7.705], [-1.902, -3.533, 6.385], [-2.375, -6.227, 1.169], [-3.474, -8.330, 0.565], [-4.489, -9.761, 2.308], [-4.379, -9.057, 4.684], [-3.284, -6.945, 5.299], [2.606, 2.289, 1.520], [3.245, 0.590, 1.966], [3.464, 1.382, 3.628], [4.935, 1.228, 1.605], [4.013, -0.859, 2.812], [1.512, 0.239, 2.726], [2.836, -0.214, 0.437]],
  "total_charge": 0,
  "homo_lumo_gap_ha": 0.278,
  "energy_ha": -8588.23770,
  "de_lowest_kcal_mol": 10.79
}